1.
DFT (wB97M-V/def2-TZVPD) results for a molecular structure, C3H12AlN6O3 in a non-equilibrium geometry.

```
! RIJCOSX wB97M-V def2-TZVPD def2/J DEFGRID3
* xyz 2 2
H 19.7323 10.3948 28.9205
C 20.3582 15.1431 25.8554
H 20.5485 11.5013 20.0460
N 19.5563 11.3612 19.9193
Al 18.4851 11.6424 24.8058
N 21.2382 13.0071 28.6158
O 18.6206 10.9417 21.8995
O 20.4565 11.7263 26.9607
H 16.5153 11.2200 20.5752
H 19.3719 16.2580 27.1857
H 22.0211 14.4165 25.0731
H 21.8267 12.9081 29.4307
N 20.2575 11.2311 29.1321
N 19.9643 16.2806 26.3679
H 19.2302 11.5224 18.9770
H 20.7033 16.9690 26.3626
O 19.6844 14.1737 25.8111
N 21.5563 15.2755 25.3305
C 18.5608 11.2618 20.7065
H 22.0721 16.1174 25.5433
H 17.3217 11.6457 19.1211
H 21.4919 13.7216 27.9486
C 20.6622 11.9512 28.1152
N 17.3742 11.4899 20.1176
H 20.4753 11.5784 30.0552
*
```

Values from the calculation:
* HOMO-LUMO gap (alpha / beta): 8.627 / 2.915 eV
* <S²>: 0.76
* HOMO (alpha / beta): -15.392 / -15.352 eV

***

2.
DFT (wB97M-V/def2-TZVPD) results for a molecular structure, C18H19I2N6O3Yb.

```
! RIJCOSX wB97M-V def2-TZVPD def2/J DEFGRID3
* xyz 2 2
C 2.4783 2.2163 -2.6367
N -0.2552 -3.2539 -0.3491
H -2.9634 0.8076 -2.5682
H -2.2974 -4.0223 -1.6191
H 2.2805 3.2628 -2.8224
C -2.9262 -0.2684 -2.6876
O -0.8942 -0.1778 1.4676
H -2.9202 3.2465 1.4485
C 3.8083 0.2476 -2.9298
N -0.0941 -5.4074 0.2920
I -3.3260 -1.1440 -0.8138
C -4.9600 1.7984 3.7135
H -1.2104 -7.0001 1.1135
C 0.9887 -4.7300 0.9956
I -0.9877 -0.7750 -3.3716
H -0.6418 -7.2407 -0.5687
C -4.3599 0.5629 3.8152
O 1.4285 -2.2998 0.7995
C -4.4450 2.7779 2.8589
H 0.2834 3.1767 -1.2164
H -4.7404 -0.1980 4.4820
H 0.8716 -4.7706 2.0809
H 4.2392 2.1266 -3.8683
C 0.7848 -3.3318 0.4949
C -0.3955 -6.8311 0.4102
C -0.7707 -4.5230 -0.4276
Yb 0.0874 -0.8606 -0.2253
C -3.3309 2.4968 2.1096
N -0.1544 1.3680 -0.3205
H 3.0889 -1.4585 -1.8332
H -5.8359 2.0126 4.3116
C -3.2209 0.2749 3.0635
N -1.1999 1.8681 0.4259
H 1.9700 -5.1237 0.7247
O -2.6947 -0.9621 3.2302
C 2.9301 -0.4161 -2.0834
H -1.8409 -0.9768 2.7718
N -1.8347 -4.7913 -1.1601
H -3.6430 -0.6248 -3.4172
C 1.6513 1.4896 -1.8037
H 0.4949 -7.3418 0.7664
C -2.6937 1.2433 2.1892
H -4.9148 3.7488 2.7961
H 4.6535 -0.2816 -3.3451
H -2.2516 -5.7067 -1.1974
C -1.5406 0.9866 1.3376
C 0.5102 2.1198 -1.1054
N 1.8688 0.1764 -1.5354
C 3.5744 1.5798 -3.2133
*
```

Values from the calculation:
* HOMO-LUMO gap (alpha / beta): 6.525 / 6.519 eV
* <S²>: 0.75
* HOMO (alpha / beta): -12.968 / -12.968 eV

***

3.
DFT (wB97M-V/def2-TZVPD) results for C13H18N2O4 in the gas phase in a non-equilibrium geometry.

```
! RIJCOSX wB97M-V def2-TZVPD def2/J DEFGRID3
* xyz 0 1
H -1.2781 2.8963 2.0920
C 0.9878 2.1006 0.3641
H -0.0573 -3.1680 1.0537
H 1.4716 -2.8408 -2.3290
C 3.1242 1.1546 -0.6263
H -3.0864 1.5478 -0.9612
H 2.3507 -0.7632 -2.0674
C 0.8573 0.1763 -1.1278
H 1.3227 -2.4944 1.8902
O 1.6740 2.8743 0.9439
H -5.2524 -0.2702 -0.0382
C -0.6340 0.2477 -0.9567
C 1.0314 -2.1902 -1.5669
O 4.2122 1.6013 1.4113
C 1.6411 -2.6256 -0.2152
H 4.0517 -0.2832 0.9435
H -3.0595 -0.6430 0.3438
C 3.8387 0.7756 0.6851
H -5.0613 1.4727 0.0929
C -0.5105 2.2051 0.4973
C 0.7045 -2.3914 0.9936
C -4.8499 0.5257 0.5905
N 1.3462 -0.8083 -1.9699
H -3.0469 0.4093 1.7750
H 3.5407 0.6268 -1.4863
C 1.6228 1.0721 -0.5133
H 3.3712 2.2091 -0.7686
O -1.3622 -0.5117 -1.4897
H 1.7565 -3.7136 -0.2759
H 2.6443 -2.2226 -0.0490
H -5.3476 0.5071 1.5585
H -0.0330 -2.4149 -1.5605
O -0.9616 3.2215 1.2400
H 0.2399 -1.4060 0.9788
C -3.3062 0.3572 0.7157
C -1.2683 1.3291 -0.1265
N -2.6744 1.4367 -0.0418
*
```

Values from the calculation:
* HOMO-LUMO gap: 8.039 eV
* structure (SMILES): CCCNC1=C(CC=O)C(=O)C(O)=C(NCC)C1=O
* HOMO: -8.874 eV

***

4.
DFT (wB97M-V/def2-TZVPD) results for 2 unconnected molecules or ions with the total composition C5H6Cl2 in a non-equilibrium geometry.

```
! RIJCOSX wB97M-V def2-TZVPD def2/J DEFGRID3
* xyz 0 1
H -0.8304 -1.1721 -1.0165
C 2.4195 0.2084 0.1517
H 0.1470 0.9003 0.5693
H -2.5567 -1.2549 -1.6904
H 3.3180 0.4965 0.5583
C 1.2139 1.1014 0.2935
C -2.1746 -0.4229 0.2243
H -1.3113 -0.2814 0.8527
H 1.5658 2.0037 0.7137
C -1.8657 -1.0040 -0.8844
Cl -3.6688 0.3860 0.6524
Cl 2.0476 -1.5826 0.5436
C 1.6958 0.6217 -0.9682
*
```

Values from the calculation:
* HOMO-LUMO gap: 8.050 eV
* HOMO: -9.366 eV

***

5.
DFT (wB97M-V/def2-TZVPD) results for a molecular structure, C16H44ClFeN4O4 in a non-equilibrium geometry.

```
! RIJCOSX wB97M-V def2-TZVPD def2/J DEFGRID3
* xyz 1 9
H -1.3775 -1.3668 -0.2153
O -3.9986 -4.9452 0.0893
N 0.1702 -0.8759 -3.3017
H 0.3086 -3.0417 -4.8107
C -3.7056 -2.1119 0.9480
O 1.3660 0.8106 5.5209
H 0.3338 0.1014 3.8676
C 0.2514 2.2435 3.9632
N -0.4172 3.8753 0.4971
H 1.1577 3.4854 5.4604
Cl -0.1415 0.6075 0.0265
H -2.5132 -6.3706 -0.1616
C 2.2437 -2.2515 -3.0586
H -0.6694 0.7871 5.2222
C 0.2744 0.8730 4.6512
C 0.8879 -2.1811 -5.1766
H -0.1423 4.3060 4.5072
H 2.3781 -0.8165 -6.7044
O 1.9398 -2.7027 -5.9366
H 1.6939 1.2843 -2.4581
H 1.4344 4.5239 2.4463
C 0.8655 4.6262 0.3541
H -3.9436 -6.8763 0.6985
H 1.7829 -1.2072 5.5674
H 3.3169 -2.1557 -7.3632
H 1.6856 -3.1214 -2.7184
H -0.7096 1.4833 2.3349
C 1.4633 -0.4010 6.2414
H -0.5830 -1.5552 -3.3443
C 2.3330 -1.8769 -6.9981
H 2.6613 -1.6490 -2.2503
N -0.8054 2.3055 2.9335
O 1.2595 2.9878 -1.2904
H -2.6624 -1.3495 -1.2269
H -4.0953 -6.6972 -1.0392
C 0.2003 3.3753 4.9552
H -2.6402 -4.4993 -1.3884
H 0.3468 -0.6972 -2.3186
C -3.3922 -4.0130 -0.7526
H 1.2058 2.2083 3.4142
C 1.8766 3.6672 -0.2154
H -3.0975 -1.4307 1.5559
H 2.2384 -0.2637 6.9898
H 1.9455 -0.5416 -4.3981
H -0.3087 3.1592 1.2465
H -2.0035 -3.3413 0.8036
C 2.1698 2.1351 -1.9821
N -2.0212 -1.9927 -0.7281
H 0.6758 6.0776 1.9742
H 0.5189 -0.6875 6.7135
H -0.4864 3.1221 5.7724
H 0.1975 -1.6143 -5.8131
H 3.1040 -2.5803 -3.6485
H 2.9851 1.7853 -1.3461
H -4.2153 -2.7107 1.7010
H 0.6590 5.4146 -0.3734
H -1.6823 2.1355 3.4289
H -4.1267 -3.6291 -1.4728
Fe -0.8529 2.7402 -1.2322
C 1.3837 -1.3802 -3.9717
H 2.3476 5.6456 1.5271
H 2.3473 3.0196 0.5352
H 1.6159 -1.9007 -7.8300
C -2.7165 -2.9419 0.0811
H 2.7375 4.2461 -0.5736
C 1.3282 5.2706 1.6525
H -4.3814 -1.4936 0.3601
C -3.6023 -6.2911 -0.1556
H -1.0691 4.5137 0.9544
H 2.6698 2.7454 -2.7406
*
```

Values from the calculation:
* HOMO-LUMO gap (alpha / beta): 3.607 / 4.369 eV
* <S²>: 20.01
* HOMO (alpha / beta): -5.649 / -11.661 eV

***

6.
DFT (wB97M-V/def2-TZVPD) results for C5H4O in the gas phase in a non-equilibrium geometry.

```
! RIJCOSX wB97M-V def2-TZVPD def2/J DEFGRID3
* xyz 0 1
H -0.3158 0.8598 1.5319
C -1.6818 -1.7462 -0.0486
C -0.1665 0.3871 0.6022
C 1.4806 -0.3240 0.5540
O 1.8710 -0.5873 -0.5285
H -1.3455 1.4537 -0.9301
C -0.6590 0.6068 -0.7892
H -0.1650 0.4425 -1.7615
C -1.0977 -0.6312 -0.0448
H 2.0797 -0.4612 1.4146
*
```

Values from the calculation:
* HOMO-LUMO gap: 9.344 eV
* HOMO: -9.742 eV

***

7.
DFT (wB97M-V/def2-TZVPD) results for C5H7NO in the gas phase in a non-equilibrium geometry.

```
! RIJCOSX wB97M-V def2-TZVPD def2/J DEFGRID3
* xyz 0 1
H 1.0684 -0.0358 -1.5920
H 0.6268 -1.5848 1.0293
H 1.5141 -2.1800 -0.3860
N -2.2662 0.5804 -1.8905
C -1.4157 0.6912 -1.1145
O -0.0766 2.0475 0.3929
H 1.7613 0.3628 -0.0230
H -1.6580 1.2195 1.5354
C 0.8939 -0.0908 -0.5133
C 0.6901 -1.5363 -0.0632
C -0.6257 1.0519 1.2423
C -0.3083 0.7648 -0.1616
H -0.2400 -1.9480 -0.4704
H 0.0360 0.6576 2.0147
*
```

Values from the calculation:
* HOMO-LUMO gap: 11.943 eV
* structure (SMILES): CC[C@@]1(C#N)CO1
* HOMO: -11.133 eV

***

8.
DFT (wB97M-V/def2-TZVPD) results for a molecular structure, C3H28NO11S2 in a non-equilibrium geometry.

```
! RIJCOSX wB97M-V def2-TZVPD def2/J DEFGRID3
* xyz -1 1
H -0.3727 -2.7965 -1.4531
H 4.3946 -1.8879 -0.0896
H -1.9123 -2.0964 1.0153
O 4.5161 -1.2644 0.7482
S 1.4419 -0.8238 4.3389
O -1.5708 -0.5900 -3.3546
H 0.5734 -1.8346 4.3518
H -2.5684 1.1890 1.0173
O 0.4873 0.0982 -1.9206
H -1.2404 -2.3297 -2.7129
C 0.5255 0.2057 1.5771
H 2.5967 -1.4371 -1.0347
H 3.4737 1.6243 0.8153
O -1.1234 -2.9990 -1.9209
O 2.4927 -2.2636 -1.5946
O -2.6475 -1.0139 -0.3439
H -4.0378 0.5460 -2.3526
H -2.4409 0.1046 -2.7463
C 1.0164 0.7224 0.2704
H -2.7599 -0.2475 -0.9632
H -0.9557 3.4841 1.3486
H -1.4865 3.3801 0.0026
O -2.6628 2.1146 1.3606
H 4.1458 -0.4888 0.6803
O -3.2677 0.7665 -1.9825
H -0.7692 1.5112 -0.8767
H 1.0800 2.4007 1.4741
S 1.9722 -0.2965 2.6501
H -0.7169 -0.2807 -0.4556
H -3.6223 2.1208 1.6753
C -0.0986 0.6492 -0.7882
H 1.9005 0.1728 -0.1517
H -1.5954 -3.4694 1.5191
O 4.2274 1.6710 1.4155
H -0.1837 0.9560 1.9180
O -0.6641 3.7386 0.4090
H -2.9935 -1.7633 -0.8151
N 1.4340 2.2074 0.4876
H 1.0350 2.8951 -0.2451
H 3.8669 1.6981 2.4087
H -0.1269 -0.6973 1.5397
O -1.7602 -2.5426 1.7943
H 2.5431 -1.9606 -2.4748
H -0.1558 -0.2695 -2.4358
H -1.9897 -0.9034 -4.1055
*
```

Values from the calculation:
* HOMO-LUMO gap: 8.385 eV
* HOMO: -5.829 eV

***

9.
DFT (wB97M-V/def2-TZVPD) results for a gas-phase ion, C18H21N4O5 (charge -1) in a non-equilibrium geometry.

```
! RIJCOSX wB97M-V def2-TZVPD def2/J DEFGRID3
* xyz -1 1
O 1.8597 -3.4628 0.1405
C 2.0962 -0.9910 -3.0841
C -3.1550 3.3915 0.8405
C 0.2506 0.0685 -0.3730
C 0.9940 -3.0759 -2.1620
H 1.4684 -1.5185 -0.3717
C 2.0534 -3.4685 -1.1325
H 1.1842 -3.5949 -3.0976
C -4.4456 3.8788 0.4022
C -1.2776 2.7742 2.0426
N 0.9610 -1.0622 1.8185
H 3.0940 -0.2543 -1.5760
C 0.2547 0.0301 1.1982
O 2.0838 -1.1023 -4.3351
H 4.7554 -0.6449 -4.0110
H -0.3388 2.7648 2.5900
H 0.0636 -3.4930 -1.7153
H 1.7605 -3.1476 3.8148
H 2.8551 -2.5315 2.5206
C 1.4400 -1.1708 3.0247
H -5.6962 1.1228 -1.0486
H -1.8713 -0.4199 1.2806
H 2.9915 -2.0009 4.2058
H -3.9550 0.0305 0.0992
H 0.0452 -1.1458 -2.7683
N 0.9078 -0.9674 -0.9322
H 4.1215 0.9399 -3.9118
C -3.9900 1.1779 0.2056
H -1.1155 0.1579 2.7919
H 0.8924 0.8686 1.4988
H -4.7948 4.8336 0.7291
C -1.1482 0.3200 1.7047
H -1.9026 4.7807 1.8299
H 5.1056 0.3647 -2.6487
C 2.3320 -2.3360 3.4119
C 4.3551 0.0615 -3.3089
N 3.1550 -0.3662 -2.5478
O -0.2422 0.9409 -1.0066
C -3.0191 1.9382 0.8966
C -5.4131 3.0613 -0.2448
N -2.1219 3.8190 1.6246
C 0.9726 -1.5272 -2.2702
C -4.9886 1.7862 -0.5653
O 3.1523 -3.7446 -1.6383
H -6.4094 3.5087 -0.6430
O 1.1345 -0.4124 3.9264
C -1.7855 1.6094 1.5994
H 1.3302 -1.7912 1.1958
*
```

Values from the calculation:
* HOMO-LUMO gap: 7.924 eV
* structure (SMILES): CNC(=O)[C@@H](CC(=O)[O-])NC(=O)[C@@H](Cc1c[nH]c2ccccc12)NC(C)=O
* HOMO: -5.201 eV

***

10.
DFT (wB97M-V/def2-TZVPD) results for a molecular structure, C11H16ClO3PtRu in a non-equilibrium geometry.

```
! RIJCOSX wB97M-V def2-TZVPD def2/J DEFGRID3
* xyz -2 8
O -0.3283 -1.8973 -1.4577
H 0.5373 -7.6213 0.3961
C 0.0006 -6.0231 -0.9404
H -3.6517 1.8819 -0.5798
H 2.5828 0.9773 0.6041
Cl 2.9426 -0.5599 -2.3136
C 0.8439 -4.2662 1.0790
C 0.3989 -3.7588 -0.1481
C 1.9172 1.6313 0.0159
O -0.7508 -4.2390 -2.2580
H -0.8589 1.8462 -2.6583
H -0.0130 3.0408 -1.5718
C -2.9824 2.1551 0.2490
C -1.0770 0.7415 1.8906
Ru 1.1441 0.3496 -1.2756
C 0.3675 -2.3033 -0.4561
H 2.5275 2.3419 -0.5496
H 1.1378 -3.6030 1.8830
H -0.6564 -3.2430 -2.2136
H -1.3089 -0.3352 2.0628
H 1.2173 -6.0834 2.2272
H 0.8864 1.8424 -2.3613
C -0.1383 2.0009 -1.8589
O 1.0622 -1.4599 0.2029
H -3.0227 3.2428 0.3901
C 0.9071 -5.6447 1.2775
C -0.1045 -4.6361 -1.1456
C 0.5008 -6.5236 0.2581
H -0.0815 0.9624 2.3567
H -3.3470 1.6797 1.1641
H -0.3885 -6.6600 -1.7347
Pt -1.1056 1.3259 -0.0078
H 1.2523 2.1477 0.7288
*
```

Values from the calculation:
* HOMO-LUMO gap (alpha / beta): 1.804 / 5.524 eV
* <S²>: 15.80
* HOMO (alpha / beta): 2.695 / -1.289 eV

***

11.
DFT (wB97M-V/def2-TZVPD) results for a molecular structure, C46H57FN6O3P2SY in a non-equilibrium geometry.

```
! RIJCOSX wB97M-V def2-TZVPD def2/J DEFGRID3
* xyz 3 1
H 4.7131 24.1970 5.9348
C 11.8470 12.8521 6.3658
H 15.1159 15.3151 8.2649
C 14.9004 21.2768 12.4615
C 9.3262 20.3147 6.5521
O 6.3744 18.3709 5.5608
H 14.8172 16.8397 9.0203
H 5.8054 13.6371 5.8368
H 13.1272 10.8452 8.7736
C 14.4224 16.1840 8.2329
H 16.6101 16.9138 6.6454
C 12.7666 12.5846 5.3319
H 14.2585 19.8930 5.9363
H 13.1231 20.3758 13.2111
H 16.0261 18.3062 7.5421
C 12.1493 18.7630 9.6488
C 7.5423 18.5799 5.7613
H 12.3616 25.3416 5.9461
C 7.3166 21.0287 5.4237
H 10.0675 19.0816 12.3169
C 9.0767 24.0670 6.3280
C 7.8620 18.0371 9.7678
H 10.3885 14.4721 8.2568
H 15.1113 21.6866 13.4174
O 10.1276 19.4963 7.0499
C 13.7620 20.5420 12.3367
C 9.5640 21.7336 6.6660
S 10.6180 14.0764 6.0831
C 11.1612 23.4238 7.3382
N 10.6762 25.7802 7.0439
H 5.9809 22.8810 4.2802
C 15.4803 21.1146 10.1028
H 11.4246 16.8725 11.6017
C 10.4089 28.0894 7.8219
H 14.3551 16.4174 4.8366
H 13.1280 15.5748 5.7973
C 5.5494 23.5996 6.2936
N 10.5245 15.0417 7.4024
H 12.4868 20.0049 5.4940
H 10.0414 11.1216 6.1446
H 8.3872 24.8425 6.0483
C 15.7554 21.6109 11.3587
N 7.5359 22.3456 5.5705
C 9.1494 20.1670 9.9834
H 8.9565 26.5745 8.1108
C 14.3230 20.3329 9.9168
C 9.1175 11.7072 6.1089
C 10.7970 22.1319 7.2776
H 13.4634 18.7319 4.7571
C 13.0420 19.0010 8.5508
H 10.1245 15.8672 10.9750
N 12.3670 19.3382 10.7975
P 12.9651 18.1039 6.9357
H 9.0706 27.1178 6.4458
H 7.9897 9.9289 5.8987
P 10.5897 17.7985 9.5489
C 13.3273 19.3566 5.6687
H 11.3808 21.3560 7.7276
C 7.9457 13.7849 5.9121
C 11.9519 12.2131 7.6095
C 6.5190 23.3234 5.1227
C 6.7461 13.0837 5.9134
C 7.9150 11.0091 6.0163
H 9.2253 17.6276 12.2350
H 7.8348 18.1178 8.6842
F 12.3493 23.7953 7.8590
C 9.1713 18.6436 11.8807
H 11.2356 12.4443 8.4112
N 14.0464 19.8112 8.6993
C 8.1009 20.0060 5.8747
C 14.4458 16.9335 6.8938
H 11.6935 15.7590 10.2852
C 12.3934 27.4047 6.5269
H 7.0796 24.1867 4.7401
H 6.0670 24.1050 7.0931
H 5.7751 11.1995 5.8848
N 11.4058 28.5088 6.7685
C 8.6782 22.7262 6.2134
C 13.7241 11.6367 5.5381
C 6.7132 11.6973 5.9429
C 10.9854 16.4546 10.7300
C 11.6729 26.1808 6.0497
H 14.8369 15.0562 5.8100
Y 10.2707 17.2108 6.7096
C 10.2821 24.4361 6.8889
H 10.9592 27.8649 8.7204
H 8.2825 19.1203 12.3061
H 9.6946 28.8511 8.0602
H 11.2041 26.3110 5.0559
H 11.9274 29.3540 7.0667
H 16.0265 21.4341 9.2299
H 7.9005 14.8885 5.7899
H 6.9815 18.5242 10.1836
H 9.1143 20.3610 8.9022
C 13.4780 20.0659 11.0209
H 13.1640 27.7678 5.8579
C 9.6780 26.8411 7.3330
C 13.8709 11.0190 6.7745
C 9.1146 18.7015 10.3511
H 16.6699 22.1501 11.5694
H 6.3750 20.7213 4.9374
H 8.3220 20.6745 10.4758
H 15.7924 18.3267 5.8338
O 8.3923 17.5852 5.9963
H 7.8448 16.9830 10.0430
H 14.4128 11.3734 4.6952
C 14.1782 15.9597 5.7962
H 14.7049 10.3750 6.9990
H 12.6666 13.0906 4.3899
H 10.9286 28.7094 5.8720
H 10.0527 20.5510 10.4203
C 12.9755 11.3028 7.7929
H 13.4179 15.8295 8.4792
H 12.8972 27.2103 7.4729
C 9.1269 13.0841 6.0559
H 5.1355 22.6879 6.7064
C 15.7972 17.6580 6.7214
*
```

Values from the calculation:
* HOMO-LUMO gap: 8.177 eV
* HOMO: -14.989 eV

***

12.
DFT (wB97M-V/def2-TZVPD) results for 2 unconnected molecules or ions with the total composition C2H6NS.

```
! RIJCOSX wB97M-V def2-TZVPD def2/J DEFGRID3
* xyz -1 1
N -0.4783 2.1598 0.1849
C 0.7531 -2.0991 0.8015
C -0.9588 2.2039 -0.9792
H 1.0720 -3.0811 0.4424
H 0.0204 1.2484 0.2542
H -0.2424 -2.2031 1.2376
S 0.7643 -0.8766 -0.5529
H 1.4378 -1.8170 1.6070
H -0.8532 1.3768 -1.6886
H -1.5148 3.0879 -1.3068
*
```

Values from the calculation:
* HOMO-LUMO gap: 6.700 eV
* HOMO: -2.422 eV